# 1
One molecule with the formula C9H16N2O4, computed with ωB97M-V/def2-TZVPD.

The geometry in XYZ format:
```
31
Properties=species:S:1:pos:R:3:forces:R:3:mulliken_charge:R:1
C 0.3101 0.1371 1.6486 -1.4229 -0.3225 1.1326 -0.056
C -0.0681 0.9108 0.3667 -0.3392 -0.5035 -1.5113 0.345
C 1.7710 0.4788 2.0721 0.2384 4.1813 1.1756 0.261
C 2.1971 0.3131 3.5485 -1.9006 0.3342 1.5518 -1.279
C -0.9045 0.8041 -1.9477 0.1452 1.8180 -1.2145 -0.015
C -2.4317 0.9249 -1.8616 -1.5710 -1.1313 1.5983 0.238
C -0.5369 -0.1119 -3.1685 3.3621 -0.0758 4.5160 -1.284
C -0.4199 -1.5024 -2.5244 -1.1082 0.3164 2.4787 -0.416
C -0.3385 -1.1626 -0.9461 -1.4796 -4.1441 0.6162 -0.782
H -0.6868 -1.4933 2.2634 -1.0479 -0.6704 1.2809 0.213
H 0.9085 -1.7681 1.9438 -0.9985 -0.1400 -0.1884 0.249
H -0.5501 0.3941 2.3579 1.8198 1.2165 -0.5697 0.412
H 1.9102 1.7387 2.0873 -0.6521 -3.1880 -1.2008 0.163
H 2.4282 -0.5458 0.3639 0.5152 1.6294 2.8404 0.370
H 3.2746 0.2966 3.7422 -0.2011 0.0716 -0.5950 0.366
H 1.7558 -0.5600 4.0811 0.3138 0.2012 -0.5265 0.269
H 1.7702 1.2212 4.1151 0.6735 -1.3326 -0.7590 0.312
H -0.4364 1.7729 -1.9252 -0.3069 0.8070 -0.9048 0.579
H 0.4035 0.2267 -3.5721 0.5136 0.0921 0.0167 0.313
H -1.1951 0.0099 -3.8826 -3.5816 0.1401 -3.6128 0.570
H 0.4964 -2.0514 -2.6158 0.3583 -0.2263 -1.1948 0.407
H -1.3182 -2.1391 -2.6989 0.8551 0.4482 0.0161 0.213
H 0.5164 -1.6248 -0.4235 -0.2492 0.0245 -0.8922 0.524
H -1.2222 -1.5874 -0.3046 1.2500 0.3994 -1.7351 0.200
H -3.8854 2.3177 -1.7022 1.2887 -0.6515 0.1999 0.370
N 0.0296 -1.3201 1.6277 3.1520 0.3253 -0.3635 -0.476
N -0.3007 0.2143 -0.8136 0.1318 0.4902 1.3382 0.170
O -0.2177 2.1097 0.3557 0.1685 0.5556 0.7341 -0.651
O 2.7454 -0.1291 1.2700 -0.5568 -1.8136 -2.8692 -0.580
O -3.1097 -0.1112 -1.8332 0.8880 3.0311 -0.3893 -0.551
O -2.8952 2.2370 -1.6238 -0.2584 -1.8822 -0.9687 -0.456
```
Positions in Å, forces in eV/Å.

Calculated values
Total energy   -762.93519 a.u.
SMILES   C[C@@H](O)[C@H](N)C(=O)N1CCC[C@H]1C(=O)O
Lowest unoccupied orbital energy   0.6 eV



# 2
C8H16N3 as an isolated structure, computed with ωB97M-V/def2-TZVPD.

The geometry in XYZ format:
```
27
Properties=species:S:1:pos:R:3:forces:R:3:mulliken_charge:R:1
C 1.6551 -0.9387 0.0360 -0.4758 1.6088 -0.1432 0.556
C -1.7085 -0.6703 0.3992 -0.1698 -0.8476 1.6201 0.025
C -0.7134 -1.0882 -0.7237 -0.4451 -1.2809 1.2486 -0.166
C 0.6471 1.2638 -0.0262 0.9031 -2.2178 -1.3676 1.305
C 2.8446 -1.6445 0.5399 1.5439 -0.5165 -0.3693 -1.291
C -3.1977 -0.8327 0.2106 -1.6570 0.4459 2.2152 -1.467
C 0.2313 1.9788 1.1396 -3.5037 1.8300 1.4941 -1.267
C 0.8345 1.9873 -1.3154 1.0297 -2.4556 -1.1128 -1.398
N 1.5935 0.3217 0.1654 0.5060 1.2001 0.7430 -0.543
N 0.5913 -1.6152 -0.4240 -0.2782 -0.7929 -0.3032 -0.155
N -0.9534 0.2553 -0.3793 -1.5308 4.3515 -2.0153 -0.181
H -1.5145 -0.5935 1.5019 0.7565 -0.6572 -1.1469 0.279
H -1.1250 -1.5228 -1.6267 -0.2183 0.1853 0.0286 0.330
H 3.0285 -2.5871 0.0833 -0.7776 -1.3268 -0.4559 0.442
H 2.6171 -1.8489 1.5996 0.9242 0.3901 -0.2048 0.300
H 3.8588 -1.2364 0.2164 -1.5570 0.6176 1.3041 0.332
H -3.4335 -0.9747 -0.8025 -0.4528 -0.1342 -1.5113 0.403
H -3.7826 0.1168 0.5816 1.1690 -1.7532 -0.6075 0.322
H -3.6626 -1.7523 0.7825 1.2833 1.8411 -0.9542 0.330
H 0.9632 2.6344 1.5415 0.9939 0.7101 -0.1205 0.417
H 0.0402 1.2979 1.9826 -0.3567 0.1624 -0.3719 0.348
H -0.7112 2.6646 0.8792 1.9070 -1.5546 0.7660 0.270
H 0.0338 2.2173 -1.9332 -2.2414 0.6293 -0.4450 0.372
H 1.4171 1.3381 -2.0059 0.0925 0.5048 0.6635 0.391
H 1.3444 2.8710 -1.1369 1.2152 1.7132 0.3668 0.394
H 0.6640 -2.6093 -0.3210 -0.3237 -0.3272 -0.1773 0.271
H -1.5622 0.9677 -0.9648 1.6636 -2.3258 0.8568 0.382
```
Positions in Å, forces in eV/Å.

Calculated values
Total energy   -478.36313 a.u.
Charge   +1
Lowest unoccupied orbital energy   -2.7 eV



# 3
C40H47ClGaNOPSi2 as an isolated structure, computed with ωB97M-V/def2-TZVPD.

The geometry in XYZ format:
```
94
Properties=species:S:1:pos:R:3:forces:R:3:mulliken_charge:R:1
Ga 1.2864 0.4006 0.3905 0.3251 0.0077 -0.2442 0.915
C 0.5705 2.1620 0.7255 0.1097 -0.4520 0.0016 -1.230
Si -0.5978 3.0390 -0.4739 0.1654 -0.0012 0.3674 -0.438
C -2.3426 2.3759 -0.2217 -0.0832 -0.1866 -0.0357 -0.837
N -2.4012 1.0170 0.3266 0.0681 0.3040 0.1063 0.719
C -2.2404 -0.0060 -0.6923 -0.0354 -0.1095 0.0496 0.663
C -3.4734 -0.2161 -1.6011 0.0942 0.1222 -0.0245 -1.096
C -4.7464 0.2578 -0.8998 -0.0342 -0.0786 0.0543 -0.913
C -4.6633 -0.0566 0.5892 -0.0142 0.1430 -0.0304 -0.366
C -3.5368 0.7689 1.2282 -0.0873 -0.1120 0.0118 -0.950
C -0.0044 2.8732 -2.2361 -0.1080 -0.0070 -0.0252 0.881
C 1.3166 3.1881 -2.5600 0.0283 -0.0634 -0.0768 -0.234
C 1.7530 3.1922 -3.8761 0.0229 0.0141 0.0423 -0.605
C 0.8708 2.8735 -4.8972 0.0479 -0.0190 -0.0711 -0.649
C -0.4422 2.5472 -4.5996 -0.0441 -0.0453 0.0207 -0.812
C -0.8754 2.5549 -3.2814 0.1213 -0.0492 0.0085 -0.485
C -0.5338 4.8352 0.0472 -0.0155 0.0365 -0.2035 0.504
C -0.6592 5.1895 1.3936 -0.0232 -0.0163 -0.0351 -0.420
C -0.6048 6.5139 1.7939 -0.0030 -0.0055 0.0186 -0.765
C -0.4322 7.5159 0.8497 0.0055 0.0118 -0.0044 -0.490
C -0.3209 7.1889 -0.4917 -0.0035 -0.0083 0.0052 -0.761
C -0.3671 5.8591 -0.8865 -0.0051 -0.0179 0.0423 -0.148
H 0.1149 2.1426 1.7190 -0.0295 0.0701 -0.0098 0.640
H 1.5280 2.6900 0.7838 -0.1078 0.2907 0.0896 0.671
H -2.9185 2.4781 -1.1526 -0.1140 0.0951 -0.0105 0.238
H -2.8163 3.0552 0.4888 0.0438 0.0676 0.0099 0.613
H -1.9976 -0.9497 -0.1919 -0.2350 0.5202 -0.3822 -0.556
H -1.3700 0.2642 -1.3036 0.0468 -0.0386 -0.0327 -0.191
H -3.5567 -1.2803 -1.8311 0.0108 -0.0459 -0.0420 0.474
H -3.3513 0.3000 -2.5549 -0.0039 0.0065 -0.0367 0.321
H -5.6215 -0.2107 -1.3508 -0.0097 0.0212 -0.0133 0.553
H -4.8655 1.3370 -1.0211 -0.0401 0.0101 -0.0269 0.248
H -4.4817 -1.1262 0.7313 -0.0440 0.0109 -0.0599 -0.019
H -5.6072 0.1797 1.0819 0.0062 -0.0775 0.0653 0.517
H -3.1793 0.2757 2.1372 -0.1127 0.0546 -0.0750 0.246
H -3.9340 1.7340 1.5441 0.0013 0.0124 -0.0525 0.528
H 2.0153 3.4444 -1.7740 0.0990 0.0824 0.0861 0.618
H 2.7759 3.4540 -4.1068 0.0665 -0.0048 -0.0060 0.424
H 1.2065 2.8831 -5.9253 0.0126 0.0059 -0.0290 0.417
H -1.1313 2.2956 -5.3933 -0.0446 0.0026 -0.0453 0.465
H -1.9066 2.3120 -3.0709 -0.1313 -0.0133 0.0164 0.221
H -0.8052 4.4251 2.1476 0.0133 -0.0628 0.0505 0.313
H -0.6960 6.7657 2.8413 -0.0083 0.0160 0.0412 0.416
H -0.3839 8.5495 1.1616 -0.0135 0.0522 0.0121 0.391
H -0.1983 7.9675 -1.2310 0.0238 0.0419 -0.0389 0.413
H -0.2689 5.6169 -1.9365 0.0071 -0.0060 -0.0829 0.338
Cl -1.1189 -1.1908 2.3176 0.1902 -0.0726 0.2194 -0.036
C -1.4897 -2.4581 1.1875 -0.0969 -0.1958 0.6533 0.649
C -2.7100 -3.0981 1.2912 -0.0259 -0.1736 -0.0417 -0.742
C -3.0113 -4.1203 0.4014 0.0825 0.1116 0.0424 -0.759
C -2.0922 -4.4909 -0.5690 0.0085 0.0859 0.0233 -0.897
C -0.8680 -3.8459 -0.6456 -0.0290 0.0186 -0.0525 -0.877
C -0.5526 -2.8147 0.2362 0.3342 -0.1053 -0.0993 0.880
P 1.0456 -1.9622 0.1668 -0.0366 -0.3257 -0.0996 1.595
C 1.7026 -2.2982 -1.4762 -0.0532 0.0067 -0.0041 0.118
C 1.3907 -1.3946 -2.4896 -0.0325 0.1002 0.1006 -0.117
C 1.7702 -1.6498 -3.7947 0.0123 -0.0222 -0.0225 -0.737
C 2.4754 -2.8075 -4.0911 -0.0292 0.0049 0.0033 -0.711
C 2.8068 -3.7009 -3.0832 0.0171 0.0107 0.0126 -0.877
C 2.4199 -3.4528 -1.7754 -0.0275 -0.0310 -0.0178 -0.252
C 2.1005 -2.7707 1.3932 0.0895 0.1524 -0.0005 0.698
C 1.5660 -3.3015 2.5643 -0.0495 -0.1442 -0.0496 -0.734
C 2.4057 -3.8704 3.5080 0.0116 0.0002 0.0383 -0.862
C 3.7739 -3.9162 3.2885 0.0006 -0.0130 -0.0239 -0.624
C 4.3104 -3.3775 2.1272 0.0006 -0.0009 0.0346 -0.843
C 3.4798 -2.7938 1.1874 -0.0372 0.0737 0.0233 -0.358
H -3.4084 -2.8042 2.0594 -0.0386 0.0299 0.0579 0.550
H -3.9630 -4.6260 0.4733 -0.0538 -0.0180 -0.0008 0.459
H -2.3277 -5.2766 -1.2702 0.0002 -0.0823 -0.0263 0.450
H -0.1554 -4.1449 -1.3993 0.0538 0.0106 -0.0776 0.500
H 0.8507 -0.4763 -2.2633 -0.0300 -0.0364 -0.0664 -0.053
H 1.5212 -0.9473 -4.5755 -0.0160 0.0743 -0.0502 0.518
H 2.7645 -3.0152 -5.1113 0.0454 0.0085 -0.0389 0.432
H 3.3669 -4.5948 -3.3142 0.0236 -0.0622 -0.0162 0.469
H 2.6746 -4.1581 -0.9962 -0.0111 -0.0319 0.0317 0.564
H 0.5007 -3.2951 2.7441 0.0028 -0.0048 -0.0065 0.292
H 1.9870 -4.2772 4.4180 -0.0089 -0.0354 0.0027 0.457
H 4.4224 -4.3762 4.0207 0.0240 0.0082 0.0336 0.421
H 5.3773 -3.4042 1.9549 0.0289 0.0030 -0.0047 0.483
H 3.8977 -2.3444 0.3006 0.0295 0.0124 -0.0447 0.264
C 4.3234 0.9371 -2.3684 0.0886 -0.0652 0.0648 -0.703
Si 4.4560 0.8025 -0.5117 -0.0918 0.0671 0.0734 0.735
C 4.7303 2.4636 0.3047 -0.1013 -0.0590 -0.0678 -1.253
C 5.8529 -0.3511 -0.0796 -0.0835 0.0541 0.0969 -1.193
O 3.0353 0.1619 0.0583 -0.2522 -0.0051 0.0348 -0.465
H 4.9660 1.7213 -2.7659 0.0881 0.0807 -0.0294 0.429
H 3.3026 1.1590 -2.6671 -0.1570 0.0737 -0.0730 -0.116
H 4.6136 0.0010 -2.8465 -0.0106 -0.0798 -0.0305 0.340
H 5.7901 2.6886 0.4060 0.1256 0.0257 -0.0216 0.431
H 4.3005 2.4653 1.3075 0.0084 0.0029 0.0692 0.328
H 4.2791 3.2832 -0.2553 -0.0706 0.0545 -0.0307 0.312
H 6.7825 0.0295 -0.4999 0.1148 0.0557 -0.0585 0.424
H 5.7004 -1.3495 -0.4862 -0.0035 -0.0977 -0.0605 0.302
H 5.9909 -0.4308 0.9982 -0.0029 -0.0434 0.0943 0.326
```
Positions in Å, forces in eV/Å.

Calculated values
Total energy   -4987.68142 a.u.
Charge   +1
Lowest unoccupied orbital energy   -2.6 eV



Going through the records in order, we get HOMO-LUMO gap values of 9.464 10.446 7.684 eV.
Going through the records in order, we get E_HOMO values of -8.89 -13.13 -10.33 eV.
Going through the records in order, we get energy above the lowest of the compared OMol25 structures with the same formula, charge and spin values of 328.50 241.55 125.37 kJ/mol.